(1)
C6H8N2 | ωB97M-V/def2-TZVPD

Computed properties:
Relative energy (zero: lowest compared OMol25 entry of this formula, charge and spin) (kcal per mole): 83.6
Frontier orbital gap (eV): 9.54
SMILES: N#C[C@@H]1C[C@H]2CN2C1
E_HOMO (eV): -8.64

Each line ends with the natural charge from an NBO analysis.
Geometry (Å):
N -3.2048 0.0187 -0.8689  -0.32
C -2.3883 -0.0931 -0.0435  0.28
C -1.1503 -0.1085 0.6744  -0.34
C -0.2369 1.2335 0.4459  -0.37
C 0.7783 0.6443 -0.5371  -0.09
C 2.1345 -0.0332 -0.4543  -0.14
N 0.9808 -0.6257 0.0330  -0.47
C -0.2360 -1.3195 0.1666  -0.16
H -1.2419 -0.1906 1.7684  0.25
H -0.7290 2.0975 0.0281  0.22
H 0.1938 1.5279 1.4117  0.22
H 0.4592 0.7195 -1.5717  0.17
H 2.9642 0.3064 0.1974  0.19
H 2.5477 -0.4576 -1.3850  0.18
H -0.6697 -1.6340 -0.7784  0.18
H -0.2020 -2.0853 0.9135  0.21



(2)
CH5N2O | ωB97M-V/def2-TZVPD

Computed properties:
Relative energy (zero: lowest compared OMol25 entry of this formula, charge and spin) (kcal per mole): 162.1
Frontier orbital gap (alpha / beta) (eV): 8.62 / 9.42
E_HOMO (alpha / beta) (eV): -16.18 / -16.76
Charge: +1

Each line ends with the natural charge from an NBO analysis.
Geometry (Å):
C 0.2820 1.1518 -0.0888  -0.56
N -0.0169 -1.6870 0.5161  -0.53
N -0.7722 0.2048 -0.1091  0.45
O -1.9048 0.1684 -0.0946  0.02
H -0.0683 2.1023 -0.6026  0.30
H 1.1513 0.6981 -0.6395  0.30
H 0.8950 1.1844 0.8396  0.34
H 0.9574 -1.7773 0.4210  0.34
H -0.5235 -2.0455 -0.2420  0.34



(3)
C20H15I2NOPdS5Si | ωB97M-V/def2-TZVPD

Computed properties:
Multiplicity: 5
Frontier orbital gap (alpha / beta) (eV): 5.33 / 6.31
E_HOMO (alpha / beta) (eV): -5.87 / -8.97

Each line ends with the natural charge from an NBO analysis.
Geometry (Å):
Pd 0.3052 1.8279 -0.2116  0.58
S -3.8702 7.6291 1.0794  0.04
C -2.9190 6.3445 0.7878  -0.59
S -2.8249 5.5458 -0.7518  0.50
C -1.6569 4.3268 -0.3305  -0.42
C -1.2017 4.3664 1.0033  -0.42
S -0.0845 3.3094 1.6858  -0.01
S -1.8819 5.6287 1.9848  0.50
S -1.1624 3.2270 -1.4976  0.03
I 1.4165 -1.1739 -4.5780  0.22
C 2.0587 -1.3829 -2.6286  -0.18
C 2.8202 -2.4401 -2.2424  -0.32
C 3.2504 -2.5492 -0.9031  -0.10
I 4.3476 -4.2405 -0.4260  0.20
C 2.9479 -1.5790 0.0937  -0.05
C 3.3730 -1.6293 1.4264  -0.27
C 3.0029 -0.5743 2.2929  -0.26
C 2.2186 0.4377 1.8418  0.00
N 1.7458 0.4895 0.5502  -0.59
C 2.1368 -0.4870 -0.3126  0.07
C 1.6634 -0.3620 -1.6639  0.41
O 0.9177 0.5947 -1.9970  -0.62
H 3.0997 -3.2043 -2.9533  0.24
H 3.9896 -2.4423 1.7773  0.22
H 3.3494 -0.5588 3.3169  0.23
H 1.9271 1.2604 2.4814  0.21
C -3.0208 1.1631 0.4122  -1.18
Si -1.3527 0.3795 0.6766  1.68
C -1.0769 0.0641 2.4887  -1.19
C -1.1452 -1.1731 -0.3161  -0.51
C -1.6817 -1.2865 -1.6019  -0.20
C -1.5105 -2.4437 -2.3442  -0.21
C -0.7921 -3.5081 -1.8131  -0.20
C -0.2481 -3.4132 -0.5406  -0.22
C -0.4214 -2.2516 0.1993  -0.21
H -3.7735 0.5075 0.8607  0.25
H -3.2632 1.2995 -0.6404  0.25
H -3.0764 2.1338 0.9071  0.25
H -1.8312 -0.6578 2.8174  0.25
H -1.2072 0.9792 3.0669  0.26
H -0.0945 -0.3495 2.7108  0.25
H -2.2268 -0.4559 -2.0367  0.22
H -1.9268 -2.5141 -3.3406  0.22
H -0.6518 -4.4095 -2.3962  0.22
H 0.3174 -4.2390 -0.1262  0.22
H 0.0145 -2.1890 1.1908  0.22



Listing DFT total energy for the structures above in their given order: -342.80069; -225.34874; -3904.83362 Ha.